1.
DFT (ωB97M-V/def2-TZVPD) results for C20H34F11MnNO6SbSi3Te as an isolated structure.

```
78
C20H34F11MnNO6SbSi3Te (ωB97M-V/def2-TZVPD)
Mn 0.576 -0.669 1.178
O 4.160 0.219 3.392
C 2.960 0.092 2.863
O 2.743 0.050 1.666
C 1.829 0.047 3.828
C 1.856 0.218 5.197
C 0.634 0.210 5.870
C -0.555 0.077 5.170
C -0.485 -0.088 3.794
N 0.684 -0.132 3.181
C -1.652 -0.119 2.822
O -2.782 0.016 3.221
O -1.268 -0.215 1.578
H 4.819 0.195 2.680
H 2.792 0.355 5.718
H 0.618 0.337 6.944
H -1.523 0.108 5.648
C 0.822 -4.907 1.466
C 1.621 -3.617 1.655
O 0.848 -2.519 1.408
C 2.131 -3.581 3.116
F 1.108 -3.362 3.959
F 3.023 -2.585 3.344
F 2.730 -4.710 3.502
C 2.810 -3.611 0.668
F 3.694 -4.591 0.923
F 2.363 -3.770 -0.578
F 3.490 -2.448 0.702
H -0.008 -4.913 2.169
H 1.441 -5.788 1.622
H 0.420 -4.932 0.453
F -2.063 -1.068 -1.314
Te -1.230 -3.021 -1.264
F -2.563 -3.261 -2.558
F -2.617 -3.822 -0.152
F -0.211 -2.408 -2.846
F -0.681 -4.783 -1.758
O 0.424 -0.420 -0.559
C -1.267 2.166 -4.690
Si -0.964 0.415 -4.073
C -2.406 -0.674 -4.472
C 0.688 -0.180 -4.696
Sb -0.725 0.852 -1.531
Si -2.769 1.885 -0.323
C -3.246 3.238 -1.539
C -4.131 0.639 -0.150
C -2.252 2.692 1.291
Si 1.245 2.518 -1.266
C 1.305 3.029 0.544
C 2.817 1.611 -1.720
C 1.063 4.067 -2.313
H -1.443 2.121 -5.769
H -0.410 2.820 -4.525
H -2.144 2.629 -4.238
H -2.529 -0.702 -5.558
H -3.331 -0.296 -4.032
H -2.250 -1.686 -4.103
H 0.599 -0.424 -5.759
H 1.000 -1.079 -4.165
H 1.455 0.591 -4.595
H -3.648 2.828 -2.466
H -2.411 3.898 -1.785
H -4.029 3.854 -1.087
H -4.287 0.094 -1.080
H -5.055 1.157 0.124
H -3.893 -0.082 0.631
H -2.131 3.769 1.161
H -1.323 2.291 1.692
H -3.034 2.518 2.034
H 1.220 2.161 1.205
H 0.506 3.725 0.799
H 2.261 3.513 0.764
H 2.881 0.667 -1.178
H 3.690 2.219 -1.465
H 2.865 1.387 -2.787
H 0.070 4.515 -2.236
H 1.259 3.858 -3.366
H 1.791 4.814 -1.986
```

charge	0
spin multiplicity	5
E_tot	-133751.53150	eV
Kohn-Sham gap (alpha / beta)	7.121 / 7.199	eV
E_LUMO (alpha / beta)	-0.0604 / -0.0588	Ha
ΔE to the lowest compared entry with this formula, charge and spin	0.1224	eV
<S²>	6.0458



2.
DFT (ωB97M-V/def2-TZVPD) results for C4H8N2O10P2S3SbTa as an isolated structure.

```
31
C4H8N2O10P2S3SbTa (ωB97M-V/def2-TZVPD)
Ta -0.370 -0.370 -0.364
N 1.791 -0.432 0.322
C 1.990 -1.059 1.629
C 0.754 -0.808 2.472
O 0.764 -0.925 3.682
N -0.321 -0.452 1.708
C -1.524 -0.073 2.426
C -2.367 0.776 1.492
O -3.277 1.468 1.873
O -1.997 0.647 0.233
H 2.031 0.557 0.337
H 2.315 -0.876 -0.423
H 2.100 -2.136 1.490
H 2.869 -0.683 2.151
H -2.112 -0.952 2.711
H -1.290 0.474 3.338
O 0.130 0.377 -4.501
P 0.191 0.599 -2.941
O 1.270 -0.179 -2.240
O -1.116 0.238 -2.233
O 0.390 2.166 -2.852
P 0.125 2.853 -1.352
O 1.449 3.737 -1.193
O -1.083 3.669 -1.347
O 0.354 1.662 -0.421
H 0.178 -0.563 -4.717
H 1.196 4.666 -1.247
S -1.606 -5.805 0.269
Sb -1.015 -3.773 1.009
S -2.182 -2.095 -0.457
S 0.362 -2.708 -0.853
```

charge	-1
spin multiplicity	2
E_tot	-86922.31501	eV
Kohn-Sham gap (alpha / beta)	7.554 / 6.373	eV
E_LUMO (alpha / beta)	0.0816 / 0.0384	Ha
ΔE to the lowest compared entry with this formula, charge and spin	0.0000	eV
<S²>	0.7578



3.
DFT (ωB97M-V/def2-TZVPD) results for C18H30AsCl5F6N3O6RuS2Si3 as an isolated structure.

```
75
C18H30AsCl5F6N3O6RuS2Si3 (ωB97M-V/def2-TZVPD)
Ru 0.266 0.053 1.200
N 0.803 -0.332 3.359
N 1.683 -1.441 3.486
C 2.333 -1.936 2.366
O 2.790 -3.035 2.322
O 2.449 -0.999 1.378
H 1.205 0.462 3.851
H -0.075 -0.561 3.821
H 1.369 -2.166 4.115
F -2.500 -1.959 3.479
C -1.962 -3.051 2.929
F -2.767 -4.071 3.055
F -0.812 -3.308 3.576
S -1.552 -2.715 1.139
O -0.270 -1.957 1.291
O -1.397 -3.994 0.540
N -2.552 -1.706 0.547
S -4.062 -2.131 0.143
O -4.231 -2.092 -1.271
O -4.532 -3.229 0.925
C -4.933 -0.633 0.772
F -6.228 -0.768 0.547
F -4.489 0.457 0.136
F -4.729 -0.477 2.078
C -1.455 -2.368 -3.173
Si 0.129 -1.606 -2.592
C 1.207 -2.787 -1.648
C 1.055 -0.752 -3.969
As -0.419 0.246 -1.142
Si 4.038 -0.563 0.751
C 3.723 -0.111 -1.026
C 4.566 0.839 1.846
C 5.189 -1.996 0.904
Si -1.567 2.067 -2.191
C -2.754 1.218 -3.342
C -2.406 3.090 -0.884
C -0.298 3.065 -3.118
H -1.207 -3.158 -3.888
H -2.095 -1.648 -3.683
H -2.034 -2.811 -2.364
H 1.456 -3.615 -2.319
H 0.712 -3.217 -0.779
H 2.141 -2.327 -1.328
H 1.349 -1.494 -4.717
H 1.959 -0.256 -3.614
H 0.430 -0.011 -4.474
H 2.685 0.176 -1.200
H 3.958 -0.954 -1.677
H 4.357 0.726 -1.329
H 5.468 1.313 1.452
H 4.809 0.461 2.843
H 3.805 1.613 1.945
H 4.843 -2.861 0.338
H 5.337 -2.308 1.938
H 6.160 -1.688 0.503
H -3.463 0.583 -2.809
H -2.230 0.610 -4.082
H -3.319 1.979 -3.886
H -2.869 2.493 -0.099
H -3.195 3.675 -1.365
H -1.704 3.795 -0.437
H 0.299 2.446 -3.790
H 0.382 3.602 -2.455
H -0.826 3.803 -3.728
Cl 2.142 2.656 -0.102
C 0.789 3.070 0.883
C -0.009 2.048 1.393
C -1.108 2.409 2.165
Cl -2.148 1.133 2.703
C -1.409 3.731 2.466
Cl -2.773 4.117 3.419
C -0.585 4.737 1.953
Cl -0.933 6.372 2.290
C 0.513 4.407 1.148
Cl 1.499 5.642 0.491
```

charge	+1
spin multiplicity	5
E_tot	-223545.13645	eV
Kohn-Sham gap (alpha / beta)	7.594 / 6.665	eV
E_LUMO (alpha / beta)	-0.1426 / -0.2074	Ha
ΔE to the lowest compared entry with this formula, charge and spin	0.0000	eV
<S²>	6.0305



4.
DFT (ωB97M-V/def2-TZVPD) results for one molecule with the formula C3H4Si at a distorted geometry.

```
8
C3H4Si (ωB97M-V/def2-TZVPD)
C 0.056 -1.230 -0.398
C -0.072 0.009 0.496
C -0.846 -0.353 -0.738
Si 0.758 1.743 0.177
H 0.539 -2.007 -0.766
H -0.612 0.055 1.459
H -1.577 -0.118 -1.575
H 1.753 1.900 1.345
```

charge	0
E_tot	-11047.73906	eV
Kohn-Sham gap	7.362	eV
E_LUMO	-0.0262	Ha
ΔE to the lowest compared entry with this formula, charge and spin	2.0313	eV



5.
DFT (ωB97M-V/def2-TZVPD) results for a 2-piece molecular cluster, C4H12NOS overall at a distorted geometry.

```
19
C4H12NOS (ωB97M-V/def2-TZVPD)
C -0.783 -2.060 -0.610
N -0.565 -0.937 0.254
C -0.378 0.237 -0.556
C -0.016 1.386 0.348
S 0.121 2.880 -0.792
C -0.918 -3.353 0.218
H 0.191 -2.179 -1.322
H -1.490 -2.029 -1.322
H -1.286 -0.858 0.989
H 0.373 0.082 -1.385
H -1.294 0.610 -1.188
H -0.748 1.660 1.026
H 0.925 1.272 0.841
H -1.744 -3.179 0.837
H -0.067 -3.415 0.895
H -1.094 -4.242 -0.329
H 1.217 -0.337 1.834
H 1.987 -0.289 0.698
O 2.204 -0.485 1.614
```

charge	-1
E_tot	-18714.98215	eV
Kohn-Sham gap	5.803	eV
E_LUMO	0.1241	Ha
ΔE to the lowest compared entry with this formula, charge and spin	1.7724	eV



6.
DFT (ωB97M-V/def2-TZVPD) results for one molecule with the formula C2H4N6 at a distorted geometry.

```
12
C2H4N6 (ωB97M-V/def2-TZVPD)
C -2.056 0.236 0.257
C 0.143 -0.326 0.023
H -3.318 -0.708 -0.721
H -1.781 1.109 0.878
H 2.617 1.397 0.409
H 0.276 1.679 -0.591
N -3.229 0.175 -0.205
N -1.028 -0.728 0.084
N 1.259 -1.192 0.032
N 2.312 -0.508 -0.034
N 2.008 0.833 -0.192
N 0.633 1.001 0.079
```

charge	0
E_tot	-11076.57861	eV
Kohn-Sham gap	9.223	eV
E_LUMO	-0.0122	Ha
SMILES	[H]/N=C\N=c1\nn[nH][nH]1
ΔE to the lowest compared entry with this formula, charge and spin	1.6368	eV